1.
{"formula": "C33H64N9O4P", "method": "ωB97M-V with the def2-TZVPD basis set", "species": ["P", "O", "O", "O", "O", "N", "N", "N", "N", "N", "N", "N", "N", "N", "C", "C", "C", "C", "C", "C", "C", "C", "C", "C", "C", "C", "C", "C", "C", "C", "C", "C", "C", "C", "C", "C", "C", "C", "C", "C", "C", "C", "C", "C", "C", "C", "C", "H", "H", "H", "H", "H", "H", "H", "H", "H", "H", "H", "H", "H", "H", "H", "H", "H", "H", "H", "H", "H", "H", "H", "H", "H", "H", "H", "H", "H", "H", "H", "H", "H", "H", "H", "H", "H", "H", "H", "H", "H", "H", "H", "H", "H", "H", "H", "H", "H", "H", "H", "H", "H", "H", "H", "H", "H", "H", "H", "H", "H", "H", "H", "H"], "coordinates": [[2.190, -15.149, 12.945], [-4.687, -17.363, 12.559], [2.754, -14.330, 11.815], [-6.575, -17.047, 11.335], [-4.900, -15.645, 11.062], [-8.633, -13.056, 10.029], [2.128, -14.398, 14.481], [4.817, -11.097, 10.689], [3.162, -16.580, 13.200], [-1.898, -8.717, 16.968], [-6.220, -9.170, 13.428], [-2.978, -12.599, 17.410], [0.620, -15.790, 12.731], [-0.219, -10.382, 13.239], [-0.284, -6.850, 17.652], [-1.234, -7.848, 17.237], [-3.569, -11.336, 13.164], [0.906, -13.828, 14.938], [3.369, -13.851, 15.053], [4.310, -16.867, 12.377], [-9.762, -8.848, 12.881], [-4.712, -10.472, 19.669], [-8.688, -11.972, 9.712], [1.601, -9.694, 10.602], [-2.431, -11.412, 14.154], [-3.352, -12.394, 11.937], [-8.396, -9.356, 14.864], [-7.188, -15.878, 10.797], [-7.179, -9.186, 14.127], [-3.524, -9.819, 20.256], [-0.068, -16.653, 13.817], [-6.272, -10.078, 9.059], [3.722, -11.192, 10.847], [-0.145, -15.587, 11.503], [-1.155, -10.904, 13.671], [-5.316, -16.763, 11.733], [-4.482, -11.948, 19.392], [1.128, -7.428, 17.535], [-9.474, -8.520, 14.289], [-5.948, -15.126, 10.407], [-7.544, -9.762, 9.815], [-3.606, -12.300, 18.269], [3.164, -17.289, 14.525], [2.280, -11.042, 11.076], [1.949, -9.055, 9.258], [1.465, -8.210, 16.214], [-8.771, -10.541, 9.356], [-7.732, -15.959, 9.856], [-5.622, -10.291, 20.241], [-4.339, -12.731, 20.136], [4.516, -17.936, 12.318], [-10.694, -8.319, 12.681], [-7.949, -8.812, 9.467], [0.231, -16.464, 14.848], [0.051, -17.701, 13.542], [-1.150, -16.613, 13.696], [-2.663, -9.999, 19.613], [1.805, -11.834, 10.497], [3.863, -16.851, 15.238], [-5.357, -10.301, 9.608], [4.027, -14.712, 15.177], [-6.220, -9.122, 8.538], [-0.361, -6.020, 16.949], [0.049, -14.501, 14.930], [-3.536, -8.733, 20.349], [-8.681, -10.356, 14.537], [-0.635, -6.581, 18.648], [3.343, -13.641, 16.123], [-2.314, -12.717, 11.869], [-5.819, -15.198, 9.327], [2.256, -11.125, 12.163], [-9.105, -7.502, 14.421], [0.626, -13.014, 14.269], [2.965, -8.663, 9.281], [-6.210, -14.149, 10.812], [-3.668, -10.271, 12.958], [-6.559, -10.886, 8.387], [0.570, -10.029, 10.483], [-9.958, -9.918, 12.815], [-9.666, -10.131, 9.824], [2.232, -17.377, 15.082], [1.374, -8.164, 9.006], [-8.008, -9.188, 15.869], [-3.781, -11.865, 11.086], [1.910, -9.776, 8.441], [1.812, -6.585, 17.628], [1.122, -9.243, 16.278], [-3.880, -13.348, 11.970], [-7.683, -15.222, 11.513], [0.974, -7.739, 15.363], [-4.486, -11.616, 13.683], [-2.691, -10.742, 14.973], [-1.205, -15.830, 11.442], [-7.547, -9.615, 10.895], [-5.325, -12.400, 18.870], [-3.219, -10.218, 21.224], [5.287, -16.438, 12.597], [-9.068, -8.485, 12.123], [0.294, -16.256, 10.763], [-2.303, -12.383, 14.632], [3.429, -18.333, 14.360], [1.496, -8.005, 18.384], [0.961, -13.373, 15.927], [2.543, -8.288, 16.070], [-10.420, -8.629, 14.819], [3.952, -16.636, 11.373], [-5.024, -10.133, 18.682], [-8.905, -10.409, 8.282], [0.068, -14.670, 10.954], [1.572, -8.861, 11.305], [3.751, -12.960, 14.555]], "multiplicity": 2, "charge": -1, "total_energy_ha": -2430.72700, "mol_weight_g_mol": 681.91, "s_squared": 0.7505}


2.
{"formula": "C33H64O16", "method": "ωB97M-V with the def2-TZVPD basis set", "species": ["O", "O", "O", "O", "O", "O", "O", "O", "O", "O", "O", "O", "O", "O", "O", "O", "C", "C", "C", "C", "C", "C", "C", "C", "C", "C", "C", "C", "C", "C", "C", "C", "C", "C", "C", "C", "C", "C", "C", "C", "C", "C", "C", "C", "C", "C", "C", "C", "C", "H", "H", "H", "H", "H", "H", "H", "H", "H", "H", "H", "H", "H", "H", "H", "H", "H", "H", "H", "H", "H", "H", "H", "H", "H", "H", "H", "H", "H", "H", "H", "H", "H", "H", "H", "H", "H", "H", "H", "H", "H", "H", "H", "H", "H", "H", "H", "H", "H", "H", "H", "H", "H", "H", "H", "H", "H", "H", "H", "H", "H", "H", "H", "H"], "coordinates": [[2.248, -3.060, -1.601], [2.316, 4.247, -1.449], [-1.562, -2.086, 3.601], [-2.159, 1.254, 4.667], [-1.022, 0.056, 3.162], [2.018, 2.220, 2.585], [-1.422, -3.474, 0.391], [0.024, 0.864, 4.880], [0.455, -0.394, -2.893], [-3.423, 1.471, -1.411], [0.598, -0.829, -0.545], [0.576, -2.753, 3.766], [1.923, -4.378, -3.271], [1.758, -1.778, 1.222], [-0.761, -4.016, 2.695], [0.982, -2.310, -3.433], [-0.536, -2.837, -1.725], [-4.736, 1.610, -2.091], [-1.340, -4.697, -0.325], [-0.444, 0.914, 0.543], [-0.332, 1.707, -3.656], [0.257, 1.922, 5.942], [1.606, 3.647, -0.401], [1.035, -0.846, 0.796], [1.681, 3.490, 4.358], [-1.043, -2.274, -0.395], [0.768, 2.845, 2.227], [-2.221, -0.292, 2.462], [0.556, 0.360, 1.521], [3.335, 2.261, -0.986], [-2.536, 0.670, -2.195], [-0.170, 0.417, -0.785], [1.460, -4.802, -4.547], [-2.829, 0.966, -3.706], [-1.258, -4.271, -1.761], [1.089, -1.474, 4.130], [2.266, 2.187, 4.002], [-0.552, 0.195, -3.725], [1.000, 1.858, -3.097], [-0.671, -2.905, 3.409], [-4.188, 1.680, -3.576], [1.958, 2.103, -0.507], [3.236, 3.296, -2.104], [1.539, -3.168, -2.714], [2.171, -1.886, -0.862], [-1.124, 0.828, 4.226], [0.550, 3.760, 3.379], [-1.901, -4.446, 2.002], [1.635, 0.474, -2.811], [-2.206, -1.254, 1.950], [1.746, 2.447, -3.631], [0.535, 3.842, -0.349], [1.461, -1.106, -1.136], [-5.383, 0.749, -1.925], [-2.774, 0.122, -4.393], [-3.925, 2.725, -3.742], [0.933, 2.242, -2.079], [-0.459, -5.152, 0.127], [-0.374, 3.645, 3.946], [0.487, -3.014, -1.390], [0.281, 2.896, 5.454], [-0.066, 2.149, 2.137], [1.258, 1.566, -1.148], [1.988, -2.090, 0.193], [0.431, -1.036, 4.881], [2.112, 0.321, -1.843], [-2.288, 0.344, 1.580], [-5.220, 2.537, -1.784], [0.736, 3.292, 1.233], [2.019, -5.681, -4.868], [2.057, 1.607, 0.458], [-1.960, -1.903, -0.854], [3.346, 2.043, 4.019], [-1.081, 0.216, -1.349], [-0.232, 1.981, 0.475], [-3.159, -0.064, 2.968], [-2.266, -4.223, -2.173], [1.168, 1.851, 6.537], [-1.782, -5.079, 1.123], [-2.527, -3.667, 1.568], [-1.504, 0.923, -1.951], [2.046, -1.496, 4.652], [-0.887, 2.175, -2.844], [2.328, 0.088, -3.560], [1.632, 1.381, 4.371], [3.109, -1.332, -0.876], [1.653, -4.015, -5.276], [3.945, 2.667, -0.179], [0.275, 1.277, -1.285], [0.415, 4.754, 2.952], [-4.962, 1.418, -4.297], [0.064, 0.126, 2.465], [-0.395, 2.281, -4.580], [-0.629, -4.812, -2.467], [1.198, 3.432, 5.334], [0.426, -5.143, -4.498], [-2.440, -4.993, 2.775], [2.076, 4.061, 0.491], [-2.572, -0.368, -1.865], [-0.495, -1.492, 0.130], [-0.535, 1.706, 6.659], [3.850, 1.395, -1.400], [-0.712, -2.197, -2.589], [-1.564, -0.030, -3.387], [1.367, 1.062, 1.714], [2.889, 2.835, -3.029], [-2.140, -5.429, -0.213], [-0.460, -0.251, -4.715], [-2.062, 1.631, -4.103], [4.240, 3.682, -2.277], [1.083, -0.757, 3.308], [2.547, 4.150, 4.317], [-1.455, 0.645, 0.849]], "total_energy_ha": -2498.18767, "mol_weight_g_mol": 716.86}


3.
{"formula": "C33H65F3N4O5S3", "method": "ωB97M-V with the def2-TZVPD basis set", "species": ["S", "S", "S", "F", "F", "F", "O", "O", "O", "O", "O", "N", "N", "N", "N", "C", "C", "C", "C", "C", "C", "C", "C", "C", "C", "C", "C", "C", "C", "C", "C", "C", "C", "C", "C", "C", "C", "C", "C", "C", "C", "C", "C", "C", "C", "C", "C", "C", "H", "H", "H", "H", "H", "H", "H", "H", "H", "H", "H", "H", "H", "H", "H", "H", "H", "H", "H", "H", "H", "H", "H", "H", "H", "H", "H", "H", "H", "H", "H", "H", "H", "H", "H", "H", "H", "H", "H", "H", "H", "H", "H", "H", "H", "H", "H", "H", "H", "H", "H", "H", "H", "H", "H", "H", "H", "H", "H", "H", "H", "H", "H", "H", "H"], "coordinates": [[0.281, -1.820, -2.003], [-6.532, -0.643, -1.691], [0.057, -2.415, -4.902], [-5.355, -0.968, 3.381], [-3.442, -0.103, 2.745], [-4.699, 0.960, 4.194], [0.631, -3.380, 1.237], [-7.722, -0.482, -2.473], [-5.324, -0.206, -2.630], [-6.282, -1.935, -1.130], [0.143, -4.386, 5.694], [2.173, -1.208, -3.849], [-1.377, -4.412, 1.481], [-3.450, 2.330, -0.649], [0.962, -2.460, 6.568], [-6.571, 0.596, -0.381], [0.252, 1.850, -3.727], [3.681, -1.761, -1.851], [4.878, -0.805, -1.702], [1.160, 6.415, -1.571], [5.650, -1.449, 0.667], [-5.411, 0.957, 1.921], [0.709, 4.202, -2.775], [-0.388, -3.852, 0.766], [3.255, -2.048, -3.303], [-2.574, -4.940, 0.859], [-6.054, -0.025, 0.940], [0.647, 4.978, -1.457], [6.402, -0.455, 1.558], [-4.537, 1.817, -1.508], [1.597, -1.177, 6.343], [5.995, -1.381, -0.830], [0.899, -1.784, -3.664], [0.650, 2.691, -2.508], [0.621, -2.859, 7.922], [2.666, 6.490, -1.290], [5.042, 1.645, 0.959], [-3.453, -0.476, -0.995], [2.208, 0.196, -3.411], [-1.229, -4.482, 2.928], [-1.510, -1.629, -2.140], [1.398, 1.080, -4.381], [-4.730, 0.205, 3.059], [-1.938, -0.471, -1.230], [0.675, -3.301, 5.557], [-5.932, 1.898, -0.865], [6.435, 0.996, 1.089], [-4.176, 0.417, -2.017], [4.571, -1.380, 0.796], [-0.374, 4.962, -1.072], [3.239, 0.532, -3.433], [6.963, 1.092, 0.143], [1.132, -3.786, 8.182], [4.856, 2.391, 1.725], [5.923, -2.443, 1.019], [-3.851, -1.486, -1.030], [1.029, 0.451, -5.187], [1.651, 4.452, -3.263], [5.309, -0.577, -2.678], [-0.344, -5.058, 3.190], [3.015, 7.518, -1.273], [-1.640, 0.460, -1.703], [4.940, 2.136, -0.007], [-2.004, -2.548, -1.838], [-7.630, 0.791, -0.254], [-0.589, -3.847, -0.319], [-0.088, 2.546, -1.717], [-1.114, -3.479, 3.334], [-1.780, -1.421, -3.171], [2.550, -1.128, 6.874], [-0.453, -3.032, 8.005], [4.535, 0.138, -1.281], [0.666, 7.041, -0.828], [-6.606, 2.288, -1.625], [-3.458, -4.418, 1.233], [5.940, -0.454, 2.546], [7.421, -0.819, 1.675], [-5.902, 2.650, -0.081], [4.126, -1.930, -3.946], [2.965, -3.093, -3.376], [-3.476, 0.559, -2.836], [-0.124, 4.497, -3.410], [-2.106, -4.950, 3.367], [-1.402, -0.508, -0.285], [-2.676, -6.005, 1.076], [1.782, -1.039, 5.280], [-3.601, -0.098, 0.011], [-6.172, 1.569, 2.395], [1.614, 2.399, -2.099], [7.015, 1.573, 1.808], [-2.867, 2.948, -1.198], [6.255, -2.362, -1.225], [0.955, -0.368, 6.696], [6.873, -0.754, -0.982], [0.972, -2.912, 4.568], [0.916, -2.076, 8.615], [1.830, 0.286, -2.393], [2.064, 1.801, -4.855], [-0.542, 1.148, -3.474], [3.210, 5.915, -2.036], [0.930, 6.843, -2.544], [2.838, -1.429, -1.251], [-0.169, 2.521, -4.477], [1.263, 4.452, -0.727], [3.979, -2.717, -1.418], [-2.521, -4.807, -0.221], [-6.915, -0.458, 1.440], [4.268, 0.883, 0.997], [-4.576, 2.462, -2.386], [-3.835, 2.928, 0.070], [-4.629, 1.551, 1.465], [-5.383, -0.859, 0.769], [2.849, 6.049, -0.313]], "total_energy_ha": -3385.75531, "mol_weight_g_mol": 751.10, "smiles": "CCCCCCCCN(CCCCCCCC)C(=S)SCCC[C@H]1OS(=O)(=O)[C@@H](CCC(F)(F)F)C[C@H]1N.CN(C)C=O.CN(C)C=O"}


4.
{"formula": "C33H66O11", "method": "ωB97M-V with the def2-TZVPD basis set", "species": ["O", "O", "O", "O", "O", "O", "O", "O", "O", "O", "O", "C", "C", "C", "C", "C", "C", "C", "C", "C", "C", "C", "C", "C", "C", "C", "C", "C", "C", "C", "C", "C", "C", "C", "C", "C", "C", "C", "C", "C", "C", "C", "C", "C", "H", "H", "H", "H", "H", "H", "H", "H", "H", "H", "H", "H", "H", "H", "H", "H", "H", "H", "H", "H", "H", "H", "H", "H", "H", "H", "H", "H", "H", "H", "H", "H", "H", "H", "H", "H", "H", "H", "H", "H", "H", "H", "H", "H", "H", "H", "H", "H", "H", "H", "H", "H", "H", "H", "H", "H", "H", "H", "H", "H", "H", "H", "H", "H", "H", "H"], "coordinates": [[6.513, -0.307, -2.383], [2.840, 1.643, -5.952], [1.801, 0.618, 0.747], [-3.954, 5.091, 2.013], [0.991, -1.441, 5.824], [1.987, -3.437, -2.251], [-1.933, 4.797, -3.734], [4.062, -0.795, 4.669], [-3.217, 0.458, 4.005], [-1.647, -2.885, 1.458], [-3.708, 1.379, -0.990], [-0.944, 3.187, -2.299], [2.623, -2.850, -4.468], [-4.386, -0.800, -1.506], [3.976, 1.087, -3.955], [4.851, 2.855, -5.607], [0.312, -1.054, 3.572], [-1.953, -3.497, 0.463], [-1.937, 4.280, -2.645], [3.952, 0.004, 3.775], [1.873, -3.647, -3.439], [6.169, -1.165, -1.602], [-3.929, 4.012, 4.133], [3.776, 1.869, -5.224], [1.113, -4.850, -3.939], [5.273, -2.304, -2.000], [-3.827, -0.421, 1.907], [-0.297, 0.530, 5.517], [4.731, -0.175, 2.480], [0.920, 0.268, -0.014], [-3.911, -0.338, 3.410], [-0.516, 0.593, 0.255], [6.707, -1.193, -0.197], [-6.024, 1.210, -1.487], [-2.688, 3.088, 2.080], [-1.005, -3.627, -0.681], [1.230, -0.511, -1.260], [-4.649, 0.660, -1.261], [-4.843, -1.268, 4.137], [-2.960, 4.594, -1.573], [3.187, 1.292, 3.921], [-3.314, -4.155, 0.347], [-3.552, 4.167, 2.679], [0.392, -0.743, 5.044], [0.729, -5.398, -3.085], [-2.250, 2.538, 2.913], [6.030, -1.657, 0.515], [-0.072, -3.102, -0.489], [2.731, 1.290, 4.916], [-6.787, 0.495, -1.180], [-3.602, -4.566, 1.313], [-3.053, 3.683, 4.701], [2.350, 1.416, 3.232], [-4.791, -0.028, 1.563], [5.375, 0.695, 2.335], [-0.911, -0.283, 0.789], [-4.266, 4.956, 4.549], [5.308, -1.091, 2.565], [-3.679, -1.452, 1.583], [-4.195, -1.007, -2.562], [-1.121, 0.668, -0.651], [3.095, -1.985, -4.022], [0.283, -4.539, -4.581], [-5.815, -1.322, 3.650], [-4.028, -3.357, 0.120], [5.447, -2.625, -3.028], [4.947, 1.242, -3.489], [1.054, -0.456, 3.037], [-0.679, -0.860, 3.164], [1.773, -5.459, -4.556], [-4.407, -2.267, 4.183], [7.611, -1.812, -0.220], [-0.666, 1.488, 0.850], [2.185, -1.010, -1.114], [3.855, 2.149, 3.847], [-1.320, 0.320, 5.820], [-6.136, 1.404, -2.556], [4.623, 3.252, -6.598], [-1.923, 3.525, 1.441], [1.314, 0.208, -2.079], [-0.535, 3.273, -1.289], [5.819, 2.356, -5.660], [-4.934, -0.895, 5.155], [-3.472, 5.521, -1.804], [-2.413, 4.695, -0.635], [4.209, -2.096, -1.878], [-3.368, -4.935, -0.409], [-6.142, 2.153, -0.960], [-0.109, 3.205, -2.995], [0.472, -1.248, -1.505], [3.918, 0.019, -4.165], [0.567, -2.104, 3.428], [4.061, -0.223, 1.618], [1.929, -2.549, -5.255], [6.977, -0.193, 0.131], [4.901, 3.712, -4.933], [-3.556, -1.149, -0.898], [5.475, -3.183, -1.380], [-0.302, 1.268, 4.712], [-4.673, 3.220, 4.230], [-3.615, 3.728, -1.491], [-3.278, 2.399, 1.478], [3.197, 1.298, -3.221], [3.399, -3.496, -4.884], [-0.704, -4.666, -0.853], [-1.433, -3.286, -1.629], [-3.015, 0.175, 1.505], [-1.494, 2.242, -2.325], [-5.257, -1.430, -1.288], [0.279, 0.915, 6.357]], "total_energy_ha": -2124.60287, "mol_weight_g_mol": 638.88, "smiles": "CC(C)=O.CC(C)=O.CC(C)=O.CC(C)=O.CC(C)=O.CC(C)=O.CC(C)=O.CC(C)=O.CC(C)=O.CC(C)=O.CC(C)=O"}